An isolated molecule of C4H3N3 at a distorted geometry. Source: the Open Molecules 2025 dataset; level of theory: ωB97M-V/def2-TZVPD.

Last column: Löwdin charge in e.
Cartesian coordinates (Å):
N 3.304 -0.758 0.056  0.166
N -0.044 -1.126 0.115  0.072
N 0.317 1.143 -0.032  0.152
C 2.197 -0.425 0.038  -0.130
C 0.778 -0.083 0.043  -0.473
C -1.681 0.568 -0.253  0.177
C -1.300 -0.696 -0.011  -0.271
H -2.097 -1.442 0.020  0.122
H -2.556 1.002 0.256  0.073
H 1.082 1.816 -0.232  0.113

Values from the calculation:
net charge: 0
energy above the lowest of the compared OMol25 structures with the same formula, charge and spin: 344.6 kJ/mol
lowest unoccupied orbital energy: -0.0261 Ha
orbital gap: 0.333 Ha

***

A cluster of 2 separate species, C4H12 in total at a distorted geometry. Source: the Open Molecules 2025 dataset; level of theory: ωB97M-V/def2-TZVPD.

Last column: Löwdin charge in e.
Cartesian coordinates (Å):
C -0.379 -2.981 -0.508  -0.209
C -0.511 2.413 -0.185  -0.188
C 1.020 2.708 0.032  -0.158
C -0.125 -2.034 0.636  -0.188
H -0.557 -2.467 -1.589  0.117
H 0.967 -1.895 0.634  0.061
H 1.434 2.903 -1.067  0.100
H -1.218 -3.707 -0.444  0.054
H -0.474 -1.128 0.457  -0.023
H -0.760 1.505 -0.741  0.046
H 1.131 3.647 0.540  0.042
H -1.004 2.062 0.805  0.075
H -0.394 -2.552 1.723  0.138
H 1.485 1.861 0.463  0.030
H -1.082 3.331 -0.349  0.052
H 0.468 -3.666 -0.406  0.050

Values from the calculation:
net charge: 0
energy above the lowest of the compared OMol25 structures with the same formula, charge and spin: 158.3 kJ/mol
lowest unoccupied orbital energy: 0.0384 Ha
structure (SMILES): CC.CC
orbital gap: 0.448 Ha

***

The ion C3H5N4 with charge +1 at a distorted geometry. Source: the Open Molecules 2025 dataset; level of theory: ωB97M-V/def2-TZVPD.

Last column: Löwdin charge in e.
Cartesian coordinates (Å):
N -1.500 1.016 -0.399  0.046
N -1.565 -0.002 0.480  0.077
N 0.677 0.605 -1.192  0.011
N 1.763 0.239 -0.894  0.173
C -0.442 1.296 -1.044  -0.159
C -0.575 -0.740 0.866  -0.013
C 0.414 -1.352 1.324  0.109
H 0.864 -2.245 0.904  0.112
H -2.405 0.308 0.950  0.194
H -0.423 2.190 -1.635  0.150
H 0.913 -0.815 2.165  0.141
H 2.279 -0.499 -1.525  0.160

Values from the calculation:
net charge: +1
energy above the lowest of the compared OMol25 structures with the same formula, charge and spin: 566.6 kJ/mol
lowest unoccupied orbital energy: -0.1932 Ha
structure (SMILES): [H]/N=N/C=N\[NH+]=C=C
orbital gap: 0.297 Ha

***

A cluster of 2 separate species, O4PS in total at a distorted geometry. Source: the Open Molecules 2025 dataset; level of theory: ωB97M-V/def2-TZVPD.

Last column: Löwdin charge in e.
Cartesian coordinates (Å):
S 1.380 0.557 0.331  0.775
P -0.725 -0.641 0.997  0.822
O 1.554 1.057 -1.002  -0.424
O -2.511 -0.977 -0.859  -0.833
O -0.059 0.989 0.920  -0.671
O 0.719 -1.070 0.250  -0.669

Values from the calculation:
net charge: -1
energy above the lowest of the compared OMol25 structures with the same formula, charge and spin: 600.7 kJ/mol
lowest unoccupied orbital energy (spin up / spin down): 0.1176 / 0.1189 Ha
orbital gap (spin up / spin down): 0.255 / 0.225 Ha

***

A cluster of 2 separate species, C4H10 in total at a distorted geometry. Source: the Open Molecules 2025 dataset; level of theory: ωB97M-V/def2-TZVPD.

Last column: Löwdin charge in e.
Cartesian coordinates (Å):
C 1.368 3.737 0.533  -0.025
C -2.705 -4.214 -1.854  -0.050
C 1.261 2.569 1.276  -0.230
C 1.826 1.127 1.192  -0.119
H -2.035 -4.880 -1.276  0.030
H 1.988 3.931 -0.312  0.027
H 0.913 0.529 1.509  0.079
H 2.208 0.821 0.178  0.073
H -3.603 -4.807 -2.003  0.007
H 0.840 4.622 0.702  0.015
H -3.169 -3.604 -1.137  -0.008
H 0.768 2.978 2.199  0.089
H 2.773 1.123 1.854  0.091
H -2.433 -3.933 -2.860  0.020

Values from the calculation:
net charge: 0
energy above the lowest of the compared OMol25 structures with the same formula, charge and spin: 237.7 kJ/mol
lowest unoccupied orbital energy: 0.0407 Ha
structure (SMILES): C=CC.C
orbital gap: 0.383 Ha

***

- Which formula does entry 2 have?
  C4H12

***

Copy entry 2 word for word.
A cluster of 2 separate species, C4H12 in total at a distorted geometry. Source: the Open Molecules 2025 dataset; level of theory: ωB97M-V/def2-TZVPD.

Last column: Löwdin charge in e.
Cartesian coordinates (Å):
C -0.379 -2.981 -0.508  -0.209
C -0.511 2.413 -0.185  -0.188
C 1.020 2.708 0.032  -0.158
C -0.125 -2.034 0.636  -0.188
H -0.557 -2.467 -1.589  0.117
H 0.967 -1.895 0.634  0.061
H 1.434 2.903 -1.067  0.100
H -1.218 -3.707 -0.444  0.054
H -0.474 -1.128 0.457  -0.023
H -0.760 1.505 -0.741  0.046
H 1.131 3.647 0.540  0.042
H -1.004 2.062 0.805  0.075
H -0.394 -2.552 1.723  0.138
H 1.485 1.861 0.463  0.030
H -1.082 3.331 -0.349  0.052
H 0.468 -3.666 -0.406  0.050

Values from the calculation:
net charge: 0
energy above the lowest of the compared OMol25 structures with the same formula, charge and spin: 158.3 kJ/mol
lowest unoccupied orbital energy: 0.0384 Ha
structure (SMILES): CC.CC
orbital gap: 0.448 Ha